Entry 1:
16
Properties=species:S:1:pos:R:3:forces:R:3 method="wB97M-V/def2-TZVPD" smiles="C[C@H]1CN(C)C1=O" energy_ha=-325.89402 total_charge=0 e_homo_ev=-9.30 homo_lumo_gap_ha=0.3766 multiplicity=1 lumo_ev=0.951 mol_weight_g_mol=99.13 e_above_lowest_kj_mol=114.3
C -1.01963 1.56594 0.32646 -0.08 0.09 -0.03
C -0.96028 0.13208 0.86510 -0.10 0.04 0.13
C -0.82433 -0.90854 -0.26869 -0.17 -0.03 -0.14
N 0.61662 -0.96102 0.00162 0.08 0.09 0.07
C 1.65251 -0.85393 -0.99799 0.22 -0.07 -0.09
C 0.52673 -0.14659 1.11923 0.27 0.14 0.13
O 1.37295 0.27375 1.86726 -0.29 -0.15 -0.27
H -0.09622 1.79773 -0.21926 -0.18 -0.02 0.02
H -1.09945 2.28915 1.14075 0.01 -0.09 -0.07
H -1.85575 1.70719 -0.36359 -0.02 -0.02 0.16
H -1.68813 -0.05980 1.65733 0.14 0.02 -0.11
H -1.32153 -1.86888 -0.09237 0.07 0.17 -0.05
H -1.07768 -0.54447 -1.27210 0.07 0.03 0.14
H 1.32263 -0.18330 -1.80681 0.09 -0.14 0.11
H 2.53700 -0.41628 -0.52556 -0.11 -0.15 -0.06
H 1.91459 -1.82301 -1.43138 -0.01 0.10 0.07

Entry 2:
14
Properties=species:S:1:pos:R:3:forces:R:3 method="wB97M-V/def2-TZVPD" smiles="CC(=O)NC=O.O" energy_ha=-398.92683 total_charge=0 e_homo_ev=-10.53 homo_lumo_gap_ha=0.3705 multiplicity=1 lumo_ev=-0.449 mol_weight_g_mol=105.09 e_above_lowest_kj_mol=291.0
C -0.65185 -1.38336 -1.13151 1.22 2.75 -2.21
C 0.33939 -0.74654 -0.27424 3.89 -3.46 3.01
O 1.54355 -1.14247 -0.30467 -2.94 1.77 -0.41
N -0.03791 -0.02947 0.84266 -2.13 1.07 0.90
C -1.26396 0.64745 1.36990 3.85 1.38 1.30
O -1.29769 0.71353 2.58413 -1.03 -0.67 -1.51
H -1.07012 -2.31468 -0.90750 0.58 -1.88 0.60
H -0.03302 -1.27010 -2.07772 -1.87 -0.77 0.30
H -1.51367 -0.78002 -1.02496 -1.19 1.11 -1.02
H 0.56919 -0.12667 1.65212 0.27 -0.21 -0.38
H -1.59476 1.53893 0.78730 -0.87 -1.26 -0.50
O 1.82920 1.92869 -0.64524 -1.52 3.87 3.95
H 1.88388 1.14993 -1.09760 0.14 -3.52 -1.35
H 1.29775 1.81477 0.22732 1.60 -0.18 -2.68

Entry 3:
41
Properties=species:S:1:pos:R:3:forces:R:3 method="wB97M-V/def2-TZVPD" energy_ha=-6587.54869 total_charge=-3 e_homo_ev=-1.65 homo_lumo_gap_ha=0.3033 multiplicity=1 lumo_ev=6.606 mol_weight_g_mol=810.74 e_above_lowest_kj_mol=307.3
Zn 0.21892 -0.23448 0.44294 0.02 -0.10 -0.67
C 2.61662 1.62247 -2.93152 0.70 -0.59 3.33
F 1.76635 0.80419 -3.48435 -0.89 0.16 -0.56
F 3.76510 1.50177 -3.59588 0.50 0.75 -0.70
F 2.18506 2.90830 -2.93098 0.19 -0.75 -0.67
S 2.98233 1.03338 -1.08520 -1.00 1.54 1.42
O 3.55028 2.15788 -0.33376 -1.25 -0.04 -1.12
O 1.63833 0.57943 -0.66434 1.69 1.16 -1.27
O 3.95081 0.00364 -1.18855 0.84 -1.76 -1.10
C -2.36517 -2.78148 -2.21702 2.62 1.58 1.60
F -2.28841 -3.77559 -1.28915 -1.13 0.33 -0.80
F -2.77975 -3.22631 -3.38264 -0.24 -0.74 -0.37
F -3.18627 -1.79974 -1.83572 -0.30 -0.77 0.28
S -0.59821 -2.03847 -2.28768 0.98 5.02 -1.98
O -0.71614 -0.89940 -3.24403 -0.98 -2.12 0.98
O -0.16553 -1.51005 -1.00149 -1.44 -1.66 -0.34
O 0.28524 -3.05028 -2.73302 0.26 -2.52 -0.70
C 1.08025 3.29251 3.26713 -0.68 -2.23 0.41
F -0.01214 4.01251 3.20137 -1.04 0.61 -0.48
F 1.89214 3.62262 2.29078 0.41 0.06 -0.29
F 1.63832 3.62759 4.44507 0.59 -0.25 0.20
S 0.59661 1.33941 3.24974 0.01 -2.69 2.63
O -0.80994 1.19061 3.66896 1.96 1.40 0.21
O 0.73630 0.84910 1.89664 1.08 2.04 0.13
O 1.62094 0.66428 4.11392 -1.79 2.35 -1.04
C -2.89477 2.19599 -1.67903 2.23 -1.91 2.22
F -3.90016 3.00551 -1.66145 -1.82 1.56 -0.59
F -3.20575 1.04728 -2.21554 -1.25 -1.23 -0.66
F -1.90444 2.65676 -2.41498 0.53 1.13 -0.28
S -2.35388 1.90353 0.10953 2.56 -1.69 2.14
O -1.40299 0.73417 -0.00510 -2.40 2.59 -1.02
O -1.74130 3.15603 0.49418 0.06 0.13 -0.87
O -3.44186 1.53828 0.98752 -1.00 0.10 -1.24
C 0.29147 -4.19306 1.45966 0.24 3.40 1.08
F -0.05066 -4.23079 0.17964 0.23 -0.78 0.70
F -0.71242 -4.69299 2.24287 1.12 -0.68 -0.91
F 1.49445 -4.77968 1.66611 -1.17 -0.84 -0.20
S 0.54072 -2.36348 2.06922 0.14 1.13 -0.57
O -0.66805 -1.64276 1.64081 -0.84 -1.34 0.93
O 0.72487 -2.45340 3.49903 0.11 -0.78 -0.71
O 1.62254 -1.77532 1.25627 0.16 -1.59 0.88

Entry 4:
41
Properties=species:S:1:pos:R:3:forces:R:3 method="wB97M-V/def2-TZVPD" energy_ha=-4101.24907 total_charge=-2 e_homo_ev=-1.69 homo_lumo_gap_ha=0.1915 multiplicity=1 lumo_ev=3.516 mol_weight_g_mol=663.22
Sn 0.88375 -1.71424 2.28935 0.19 -0.05 0.21
O 5.03404 1.06153 7.59274 0.25 -0.16 -0.13
C 4.41883 0.55490 6.67524 -0.51 0.33 0.24
S 4.18616 1.30924 5.10326 0.12 -0.05 -0.10
C 3.13232 0.08609 4.39075 -0.04 0.01 -0.06
C 2.80496 -0.95176 5.18404 -0.09 -0.01 -0.03
S 1.74396 -2.28375 4.80884 -0.03 0.02 -0.07
S 3.48586 -0.92978 6.81229 0.11 -0.11 -0.05
S 2.60760 0.35559 2.74386 -0.18 -0.07 0.13
O -3.12079 -2.25381 4.09243 0.12 0.16 -0.16
P -1.99408 -2.26854 2.93070 -0.21 -0.33 -0.29
O -1.11659 -1.02904 3.10534 0.28 -0.06 -0.16
O -1.21033 -3.54768 2.92110 -0.05 0.13 0.04
O -2.93490 -2.16504 1.65260 0.04 0.09 0.28
P -2.31251 -2.62281 0.15408 0.04 -0.09 0.20
O -2.25320 -4.22439 0.38058 -0.09 0.00 -0.20
O -3.32514 -2.30817 -0.87329 0.13 0.00 0.08
O -0.91740 -2.07409 0.15513 -0.08 0.09 -0.22
H -2.69025 -1.99383 4.91343 0.03 0.02 0.06
H -1.72905 -4.37707 1.18617 0.07 0.04 0.13
S 1.14574 2.70574 -3.77909 0.08 0.06 -0.06
C 1.09585 1.71006 -2.29880 -0.04 -0.06 0.07
C 1.58899 0.41365 -2.30576 -0.01 0.01 -0.01
C 1.54008 -0.31309 -1.12467 -0.12 -0.02 0.04
N 1.06193 0.18281 0.00782 -0.04 0.12 0.06
C 0.58866 1.42237 0.00972 0.05 -0.06 0.00
C 0.58393 2.22935 -1.11980 -0.01 0.01 -0.03
C -0.41917 2.26560 -4.51130 -0.05 -0.04 0.00
C -0.50516 1.25351 -5.45506 0.03 -0.02 -0.03
C -1.73844 0.97612 -6.02656 -0.05 0.04 0.02
N -2.85902 1.63028 -5.72684 0.10 0.03 0.05
C -2.76589 2.58820 -4.80538 0.00 -0.05 -0.05
C -1.58162 2.94388 -4.17763 -0.02 0.03 0.03
H 1.99427 -0.02122 -3.20932 0.00 0.00 0.00
H 1.88030 -1.34165 -1.08476 0.01 0.00 0.00
H 0.20471 1.78522 0.95629 0.02 -0.01 0.02
H 0.19606 3.23827 -1.07914 0.00 0.00 0.00
H 0.37383 0.68909 -5.73573 -0.01 0.00 0.00
H -1.82753 0.18475 -6.76252 -0.01 0.00 0.00
H -3.68687 3.10176 -4.55325 -0.01 0.00 -0.01
H -1.56390 3.73196 -3.43687 -0.01 -0.01 -0.01

Entry 5:
65
Properties=species:S:1:pos:R:3:forces:R:3 method="wB97M-V/def2-TZVPD" energy_ha=-12475.85908 total_charge=0 e_homo_ev=-10.20 homo_lumo_gap_ha=0.3816 multiplicity=1 lumo_ev=0.183 mol_weight_g_mol=1104.13 e_above_lowest_kj_mol=81.1
C 0.59145 -4.90178 -0.65503 0.97 0.88 -0.25
Cl 1.01092 -3.93640 0.73903 0.54 0.83 0.66
Cl -0.24298 -6.27618 -0.08597 -1.07 -1.45 -0.05
H -0.00269 -4.25574 -1.30135 -0.02 -0.42 -0.09
H 1.54215 -5.21040 -1.08979 -0.33 0.08 -0.29
C -4.58133 -0.69371 -0.21875 -0.50 0.04 -0.11
Cl -5.45328 -1.78028 -1.31322 0.54 -0.57 -0.27
Cl -5.77228 0.55712 0.15877 0.29 0.55 0.43
H -4.28792 -1.24889 0.67219 -0.15 0.23 -0.07
H -3.71915 -0.23735 -0.70506 -0.21 -0.17 -0.03
C 3.12547 2.11942 3.15976 -0.25 0.83 0.48
Cl 4.16844 3.12215 4.21779 0.27 -0.29 -0.52
Cl 1.51493 2.16972 3.90874 -0.27 -0.58 -0.18
H 2.98921 2.61479 2.19843 0.44 -0.24 0.11
H 3.52311 1.10587 3.10762 -0.22 0.25 0.00
C -4.45776 0.14971 4.17625 -0.37 1.01 0.36
Cl -5.70772 -0.82305 3.41897 0.04 -0.20 -0.23
Cl -3.81007 1.45096 3.12239 0.20 -0.65 -0.17
H -4.96196 0.75202 4.93197 0.26 -0.53 0.27
H -3.67172 -0.49283 4.57296 -0.05 0.26 -0.26
C 4.69520 -2.49897 -3.26495 -1.05 -0.24 -0.55
Cl 5.25960 -3.82348 -2.27571 0.08 -0.25 0.31
Cl 2.93424 -2.11062 -2.94598 1.01 0.01 0.08
H 5.33034 -1.62650 -3.11169 -0.39 -0.08 -0.02
H 4.68194 -2.88469 -4.28432 0.25 0.46 0.12
C -0.83320 -1.70650 -3.90903 -0.84 0.02 0.10
Cl -2.11612 -1.74912 -2.65663 0.44 -0.14 -0.13
Cl -1.53288 -0.87076 -5.35963 0.74 -0.56 0.65
H 0.03553 -1.21161 -3.47488 -0.22 0.35 -0.47
H -0.58490 -2.74006 -4.15029 -0.16 0.26 -0.24
C -1.81994 4.57919 0.25384 -0.26 -0.42 0.67
Cl -1.74970 3.97210 1.96082 0.19 0.43 -0.62
Cl -0.51417 3.85150 -0.73535 -0.70 0.37 0.31
H -2.82216 4.27999 -0.05301 0.44 -0.17 -0.49
H -1.76115 5.66755 0.24230 0.37 -0.27 0.10
C -1.40729 2.69883 5.65898 -0.53 0.22 -1.00
Cl -1.26957 0.90881 5.76082 0.28 0.92 0.29
Cl -3.02519 3.25460 6.06031 -0.56 0.05 0.55
H -0.72896 3.31754 6.24648 0.27 -0.87 0.15
H -1.34418 2.97826 4.60730 0.50 -0.35 0.11
C 2.08619 2.11870 -4.93575 0.17 -0.08 -1.20
Cl 1.62781 0.54964 -5.68650 -0.17 0.42 0.24
Cl 2.90532 1.89750 -3.44225 0.48 -0.24 1.25
H 2.81568 2.53314 -5.63158 -0.41 0.25 0.08
H 1.21566 2.75085 -4.76059 0.18 -0.33 -0.35
C 0.06957 0.17754 0.72421 -0.49 -0.22 0.24
Cl -1.09045 -1.19154 0.89890 0.40 0.74 -0.01
Cl 1.72135 -0.39064 0.53942 0.32 -0.06 -0.21
H -0.23749 0.74507 -0.15427 0.16 -0.04 0.23
H 0.06267 0.75813 1.64668 -0.33 -0.01 -0.25
C -1.60367 2.87138 -6.26912 -0.02 -0.79 0.81
Cl -1.26474 2.72548 -4.45908 -0.72 0.19 -1.20
Cl -0.32819 3.75503 -7.04146 0.42 0.50 -0.35
H -1.59333 1.86471 -6.68702 -0.03 0.07 0.35
H -2.56237 3.34833 -6.47285 0.20 0.05 0.49
C 6.30587 -0.74743 1.50158 0.73 -0.89 -0.02
Cl 5.31337 -0.92725 2.94141 -0.32 0.49 0.21
Cl 5.70223 -1.82505 0.22612 0.05 0.31 -0.09
H 6.42392 0.26585 1.11760 -0.45 -0.10 0.30
H 7.26864 -1.15408 1.81111 -0.02 0.26 -0.29
C -1.48590 -3.77649 3.22821 0.32 0.90 -0.12
Cl -2.99299 -3.19551 2.44957 0.41 -0.56 -0.09
Cl -1.79942 -3.98633 4.93625 0.06 -0.40 0.51
H -1.03751 -4.65979 2.77341 -0.69 -0.09 0.00
H -0.74651 -2.97844 3.16092 -0.25 0.02 -0.20

Entry 6:
69
Properties=species:S:1:pos:R:3:forces:R:3 method="wB97M-V/def2-TZVPD" energy_ha=-12898.08261 total_charge=+1 e_homo_ev=-11.44 homo_lumo_gap_ha=0.2812 multiplicity=1 lumo_ev=-3.784 mol_weight_g_mol=1273.03 e_above_lowest_kj_mol=0.0
Pt 1.74516 0.08561 0.64254 0.24 0.62 0.62
Se 3.08228 0.65755 2.78727 0.00 -0.19 -0.44
Se 5.18891 -0.35130 2.52048 0.09 0.08 0.13
C 5.60851 -0.40693 0.62584 -0.02 0.06 -0.04
C 6.96991 -0.45062 0.34539 0.01 0.03 0.08
C 7.34449 -0.59457 -0.97919 0.02 -0.02 0.00
C 6.36122 -0.68829 -1.95302 0.07 -0.01 0.00
C 5.03949 -0.62633 -1.55637 -0.14 -0.03 0.03
N 4.66626 -0.48225 -0.28227 -0.26 -0.05 0.06
C 2.09412 -0.97293 3.10802 -0.04 -0.11 0.08
C 1.80387 -1.53905 4.32528 0.09 -0.06 -0.04
C 1.02987 -2.69741 4.31934 0.00 0.01 0.01
C 0.60538 -3.22879 3.11407 0.01 -0.03 -0.02
C 0.92763 -2.58209 1.93061 0.15 -0.09 -0.07
N 1.65228 -1.46345 1.94336 -0.19 -0.09 0.09
H 7.70772 -0.37638 1.13283 0.01 0.04 0.00
H 8.39223 -0.63023 -1.24598 0.00 -0.01 0.01
H 6.61280 -0.81429 -2.99634 0.00 0.01 0.00
H 4.23724 -0.72733 -2.27811 -0.02 0.08 0.00
H 2.17275 -1.09890 5.24054 -0.02 0.01 0.01
H 0.76507 -3.17603 5.25250 0.01 -0.01 0.00
H 0.01422 -4.13305 3.07753 0.01 -0.01 0.00
H 0.62177 -2.93592 0.95565 -0.11 0.03 0.00
F -0.80938 -1.61043 -3.57120 -0.03 0.01 0.05
C -2.13058 -1.53396 -3.37430 0.05 -0.04 -0.06
C -2.64708 -0.97499 -2.21874 0.00 -0.06 -0.02
C -4.02817 -0.93160 -2.11974 -0.07 0.05 0.01
F -4.58782 -0.36682 -1.03518 0.02 0.01 0.01
C -4.87212 -1.41857 -3.09750 0.02 0.00 -0.01
F -6.19120 -1.34768 -2.96177 0.00 0.00 0.00
C -4.31820 -1.98045 -4.23777 0.03 0.01 0.02
F -5.10333 -2.45422 -5.19128 0.00 0.00 0.00
C -2.94183 -2.03665 -4.37885 -0.02 0.02 0.02
F -2.40826 -2.56944 -5.47308 -0.01 0.00 0.00
Ge -1.61910 -0.34066 -0.68208 0.01 -0.06 0.07
S 0.49231 -0.89568 -0.96475 -0.20 -0.24 -0.48
C -2.42595 -1.32090 0.82663 0.02 -0.04 0.02
C -3.10604 -0.78840 1.90906 -0.08 0.02 0.03
F -3.23982 0.53414 2.05833 0.02 0.03 -0.07
C -3.70671 -1.57898 2.87609 0.04 -0.03 -0.01
F -4.34751 -1.02541 3.89980 0.00 0.00 0.00
C -3.63885 -2.95800 2.77046 0.02 0.02 -0.04
F -4.19890 -3.72545 3.69286 -0.01 -0.01 0.00
C -2.97908 -3.53160 1.69477 -0.03 0.11 0.03
F -2.90618 -4.85462 1.58530 0.03 -0.05 0.00
C -2.39530 -2.70567 0.75218 0.12 -0.04 0.07
F -1.75078 -3.29900 -0.26634 -0.02 -0.01 -0.04
C -1.87890 1.58803 -0.44618 0.01 0.12 0.14
C -1.38011 2.22439 0.67879 -0.47 0.00 0.06
F -0.73384 1.51618 1.62139 -0.17 -0.12 0.09
C -1.52295 3.57713 0.91000 -0.54 -0.11 -0.01
F -0.99635 4.13851 1.99960 -0.04 0.02 0.10
C -2.20473 4.35330 -0.01246 -0.07 -0.13 0.05
F -2.33821 5.65522 0.18402 0.03 0.04 0.01
C -2.73211 3.75745 -1.14563 0.05 0.02 -0.01
F -3.38218 4.49281 -2.03866 0.02 -0.01 0.02
C -2.55693 2.39629 -1.34569 0.07 0.07 -0.15
F -3.05554 1.89257 -2.47855 0.00 -0.02 0.06
Br 0.72406 6.05795 -2.16267 -0.04 0.01 0.00
C 1.08368 4.38765 -1.40201 0.04 -0.03 0.07
C 1.02885 4.22010 -0.02619 0.35 0.10 -0.18
C 1.27601 2.96898 0.49372 0.59 0.06 -0.05
N 1.57609 1.90809 -0.27262 0.14 0.09 -0.18
C 1.63141 2.08246 -1.60086 0.00 -0.01 -0.06
C 1.39557 3.30189 -2.20381 0.00 -0.06 0.03
H 0.77961 5.03895 0.63321 0.06 0.00 -0.03
H 1.21685 2.79431 1.55930 0.07 0.06 -0.07
H 1.84215 1.20453 -2.18866 0.05 -0.06 -0.04
H 1.44425 3.39123 -3.27899 0.01 -0.01 0.00